1.
The following is a DFT calculation (ωB97M-V with the def2-TZVPD basis set) of C37H34AsGeNOV as an isolated structure in a non-equilibrium geometry.

The geometry in ORCA input format:
```
! wB97M-V def2-TZVPD RIJCOSX def2/J DEFGRID3
* xyz 0 2
V -0.7469 -0.2873 1.8300
C 1.3255 -3.8700 3.0720
C 0.1819 -4.6601 3.2005
C -1.0492 -4.1721 2.8160
C -1.1530 -2.8707 2.3031
C -0.0025 -2.0633 2.1741
C 1.2290 -2.5858 2.5637
C -2.3841 -2.3012 1.7557
C -3.6579 -2.8975 1.8793
C -4.7252 -2.3907 1.2039
C -4.5521 -1.2656 0.3597
C -5.6035 -0.7222 -0.4010
C -5.4032 0.3776 -1.1936
C -4.1338 0.9700 -1.2518
C -3.0922 0.4648 -0.5143
C -3.2708 -0.6627 0.3086
N -2.2132 -1.1640 1.0364
H 2.2899 -4.2658 3.3679
H 0.2584 -5.6616 3.6047
H -1.9207 -4.8137 2.8882
H 2.1204 -1.9784 2.4552
H -3.7769 -3.7596 2.5199
H -5.7069 -2.8391 1.2931
H -6.5796 -1.1903 -0.3517
H -6.2220 0.7816 -1.7744
H -3.9614 1.8254 -1.8922
H -2.1009 0.8932 -0.5734
C 0.0112 3.4131 4.3691
As 0.0580 2.1964 2.8470
C 1.8902 2.3761 2.2695
C -1.3534 2.9497 1.7452
O -0.3318 0.7195 3.5036
H 0.2908 4.4325 4.1083
H 0.6964 3.0285 5.1237
H -0.9965 3.4053 4.7833
H 2.0564 3.3710 1.8588
H 2.1113 1.6178 1.5301
H 2.5084 2.2301 3.1560
H -1.2345 4.0298 1.6589
H -2.2903 2.7299 2.2607
H -1.3605 2.4838 0.7667
C 0.1786 0.2643 0.5031
Ge 1.2852 0.3937 -1.0664
C 1.9923 2.2445 -1.2083
C 1.0593 3.2695 -1.0480
C 1.4381 4.6024 -1.0761
C 2.7728 4.9381 -1.2674
C 3.7120 3.9321 -1.4330
C 3.3244 2.5978 -1.4005
C 0.3272 0.0585 -2.7641
C -0.7740 -0.7915 -2.8019
C -1.3955 -1.0965 -4.0049
C -0.8904 -0.5915 -5.1945
C 0.2334 0.2231 -5.1747
C 0.8283 0.5538 -3.9656
C 2.5824 -1.1017 -1.0703
C 3.8608 -1.0631 -1.6216
C 4.6528 -2.2030 -1.6565
C 4.1707 -3.3995 -1.1475
C 2.8858 -3.4571 -0.6254
C 2.0971 -2.3170 -0.5936
H 0.0131 3.0146 -0.9038
H 0.6968 5.3824 -0.9468
H 3.0754 5.9773 -1.2888
H 4.7542 4.1848 -1.5856
H 4.0747 1.8264 -1.5226
H -1.1385 -1.2217 -1.8771
H -2.2742 -1.7312 -4.0106
H -1.3646 -0.8416 -6.1354
H 0.6478 0.6004 -6.1018
H 1.6942 1.2088 -3.9528
H 4.2432 -0.1399 -2.0411
H 5.6454 -2.1564 -2.0885
H 4.7936 -4.2853 -1.1611
H 2.4976 -4.3927 -0.2405
H 1.0953 -2.3574 -0.1869
*
```

energy above the lowest of the compared OMol25 structures with the same formula, charge and spin: 0.8654 eV
HOMO (spin up / spin down): -6.5 / -7.0 eV


2.
The following is a DFT calculation (ωB97M-V with the def2-TZVPD basis set) of C37H34BCl2F3N10Re as an isolated structure.

The geometry in ORCA input format:
```
! wB97M-V def2-TZVPD RIJCOSX def2/J DEFGRID3
* xyz 1 3
Re 0.0728 -0.2490 -0.6136
C -0.4989 -3.3787 0.9857
C -1.5989 -2.3736 0.9686
C -2.8777 -2.5204 1.4943
C -3.5354 -1.3392 1.2171
N -2.6985 -0.5235 0.5714
N -1.4964 -1.1475 0.4207
B -2.8888 0.9497 0.1144
N -2.5620 1.0473 -1.4081
C -3.3230 1.5508 -2.3799
C -2.6552 1.4096 -3.5822
C -1.4550 0.7882 -3.2659
C -0.4052 0.3278 -4.2204
N -1.3979 0.5946 -1.9341
N -1.8239 1.7801 0.8626
C -1.9184 2.7007 1.8290
C -0.6607 3.1489 2.1437
C 0.2057 2.4190 1.3317
C 1.6876 2.5593 1.3470
N -0.5029 1.5717 0.5645
N -4.3279 1.3807 0.2802
C -4.9717 2.4958 0.7183
C -6.3127 2.3203 0.5173
C -6.4260 1.0455 -0.0781
C -7.6647 0.3386 -0.5251
N -5.2368 0.4929 -0.2264
H -0.6354 -4.0428 1.8374
H -0.5247 -3.9910 0.0823
H 0.4802 -2.9097 1.0590
H -3.2697 -3.3816 2.0067
H -4.5448 -1.0327 1.4235
H -4.3050 1.9357 -2.1646
H -3.0045 1.6819 -4.5630
H -0.8372 0.2442 -5.2152
H 0.4193 1.0426 -4.2977
H -0.0279 -0.6594 -3.9444
H -2.8613 2.9734 2.2603
H -0.3927 3.8943 2.8722
H 1.9513 3.6103 1.2215
H 2.0790 2.2252 2.3090
H 2.1760 1.9837 0.5741
H -4.4611 3.3607 1.0958
H -7.1031 3.0132 0.7508
H -8.5509 0.9057 -0.2476
H -7.6684 0.2073 -1.6073
H -7.7322 -0.6500 -0.0722
Cl 3.2498 -2.7173 -1.2825
C 1.9438 -3.5486 -2.0633
C 2.1570 -4.7894 -2.6286
C 1.1144 -5.4353 -3.2779
C -0.1391 -4.8442 -3.3560
C -0.3524 -3.6140 -2.7668
Cl -1.9205 -2.8832 -2.8262
C 0.6829 -2.9306 -2.1017
N 0.4633 -1.7248 -1.5237
H 3.1386 -5.2380 -2.5668
H 1.2802 -6.4047 -3.7263
H -0.9578 -5.3386 -3.8597
N 1.7633 0.5950 -1.8398
C 2.1895 1.9810 -1.9066
C 3.5153 2.3096 -1.6815
C 3.9020 3.6420 -1.7189
C 2.9696 4.6316 -1.9921
C 1.6434 4.2897 -2.2226
C 1.2465 2.9622 -2.1739
H 2.5275 -0.0037 -1.5300
H 1.5354 0.2737 -2.7781
H 4.2408 1.5323 -1.4686
H 4.9352 3.9041 -1.5341
H 3.2754 5.6685 -2.0252
H 0.9125 5.0595 -2.4316
H 0.2064 2.6914 -2.3106
F 5.4320 -1.1207 7.2524
C 5.9237 -1.4494 6.0511
F 7.0287 -0.7105 5.8501
F 6.3178 -2.7328 6.1122
C 4.9221 -1.2411 4.9469
C 5.3191 -1.4975 3.6397
C 4.4243 -1.3195 2.6031
C 3.1238 -0.8801 2.8687
C 2.7361 -0.6269 4.1849
C 3.6350 -0.8095 5.2230
C 2.1906 -0.6945 1.7998
C 1.3965 -0.5226 0.8959
H 6.3268 -1.8371 3.4387
H 4.7217 -1.5214 1.5827
H 1.7278 -0.2901 4.3868
H 3.3366 -0.6155 6.2435
*
```

energy above the lowest of the compared OMol25 structures with the same formula, charge and spin: 0.0000 eV
HOMO (spin up / spin down): -10.1 / -11.1 eV


3.
The following is a DFT calculation (ωB97M-V with the def2-TZVPD basis set) of C37H34CsN10O4SSi as an isolated structure in a non-equilibrium geometry.

The geometry in ORCA input format:
```
! wB97M-V def2-TZVPD RIJCOSX def2/J DEFGRID3
* xyz -1 1
Cs 1.1433 -0.1786 -0.3751
C -2.7237 -2.7239 2.2130
C -1.7909 -1.7451 1.8810
N -2.1485 -0.6460 1.2398
C -3.4251 -0.5191 0.8820
C -4.3463 -1.5148 1.1984
N -4.0007 -2.6065 1.8738
C -3.7813 0.7012 0.1121
C -5.0960 1.1404 -0.0144
C -5.3875 2.2716 -0.7740
C -4.3032 2.9195 -1.3646
C -3.0185 2.4275 -1.1680
N -2.7629 1.3382 -0.4570
C -1.8283 3.0981 -1.7460
C -1.7942 3.5326 -3.0667
N -0.6959 4.0448 -3.6103
C 0.3671 4.1493 -2.8234
C 0.3193 3.7700 -1.4834
N -0.7679 3.2356 -0.9516
C -6.7750 2.7676 -0.9383
C -7.8607 2.1565 -0.3092
C -9.1390 2.6498 -0.5037
N -9.4231 3.6980 -1.2707
C -8.3921 4.2888 -1.8683
C -7.0794 3.8716 -1.7369
H -2.4396 -3.6241 2.7441
H -0.7377 -1.8551 2.1168
H -5.3851 -1.4647 0.8917
H -5.8790 0.5991 0.4949
H -4.4352 3.8180 -1.9492
H -2.6640 3.4524 -3.7110
H 1.2729 4.5368 -3.2758
H 1.1730 3.8950 -0.8321
H -7.7254 1.3024 0.3384
H -9.9858 2.1778 -0.0169
H -8.6349 5.1452 -2.4881
H -6.3093 4.4181 -2.2610
O 3.9106 2.5838 -5.1883
C 2.8221 2.1034 -5.7360
O 2.5454 2.2591 -6.9085
C 1.9114 1.3295 -4.8480
C 0.8336 0.6161 -5.3171
N 0.2518 0.0474 -4.2473
N 0.8714 0.3460 -3.1017
C 1.8838 1.1292 -3.4382
C 2.7972 1.7051 -2.3736
O 3.9126 2.1390 -2.7625
O 2.3741 1.7179 -1.2037
H 3.9561 2.3502 -4.1817
H 0.4630 0.5016 -6.3214
H -0.5346 -0.5757 -4.2354
C 2.3209 -7.6527 -1.7953
Si 2.5425 -5.9609 -0.9557
C 3.6473 -4.9292 -2.0897
C 3.3974 -6.3294 0.6872
C 0.8380 -5.1655 -0.8922
C -0.2558 -5.7475 -1.5104
C -1.4863 -5.0897 -1.5581
C -1.5568 -3.8309 -0.9938
N -0.5369 -3.2291 -0.3867
C 0.6449 -3.8775 -0.3062
S 1.9252 -3.1104 0.5403
H 3.2872 -8.1564 -1.8786
H 1.9105 -7.5581 -2.8038
H 1.6568 -8.3026 -1.2194
H 4.6512 -5.3563 -2.1666
H 3.7402 -3.9122 -1.7070
H 3.2274 -4.8781 -3.0975
H 4.2081 -7.0523 0.5469
H 2.6924 -6.7490 1.4088
H 3.8094 -5.4199 1.1169
H -0.1635 -6.7309 -1.9612
H -2.3524 -5.5416 -2.0245
H -2.4871 -3.2649 -1.0308
C 3.5729 2.7423 5.9120
C 2.7492 2.1690 4.7931
C 2.9849 2.5012 3.4657
C 2.1988 1.9343 2.4717
N 1.2183 1.0748 2.7251
C 0.9877 0.7563 3.9945
C 1.7164 1.2724 5.0528
H 4.2609 3.5019 5.5443
H 4.1556 1.9557 6.3948
H 2.9292 3.1909 6.6699
H 3.7752 3.1950 3.2065
H 2.3557 2.1779 1.4258
H 0.1791 0.0535 4.1683
H 1.4874 0.9800 6.0709
*
```

HOMO: -4.3 eV